1.
{"formula": "C7H13NO", "method": "ωB97M-V/def2-TZVPD", "elements": ["H", "N", "C", "H", "H", "H", "C", "H", "H", "H", "C", "C", "H", "C", "H", "H", "C", "H", "O", "H", "C", "H"], "coordinates": [[-0.049, 1.201, -2.133], [0.628, -1.187, -1.712], [-0.144, 0.924, -0.009], [-0.864, 2.486, -1.227], [1.435, 1.883, 1.144], [0.287, -2.024, -2.192], [0.254, -1.108, -0.510], [-1.101, 1.822, 1.652], [-0.268, -2.189, 1.261], [-1.637, -1.799, 0.211], [-1.047, 0.838, 1.175], [1.260, 1.234, 0.289], [-2.053, 0.524, 0.906], [-0.591, -2.109, 0.224], [1.823, 1.540, -0.592], [-1.692, 0.941, -1.500], [-0.723, 1.400, -1.302], [2.510, -0.542, 0.088], [1.460, -0.675, 1.848], [-0.615, 0.165, 1.923], [1.659, -0.233, 0.710], [-0.532, -3.090, -0.251]], "total_charge": 0, "total_energy_ha": -404.39167, "orbital_gap_ev": [8.143, 8.144], "e_homo_ev": [-8.3, -8.3], "molar_mass_g_mol": 127.19, "lumo_energy_ev": [-0.1, -0.1]}



2.
{"formula": "C7H13NO", "method": "ωB97M-V/def2-TZVPD", "elements": ["H", "N", "C", "H", "H", "H", "H", "H", "C", "H", "H", "O", "C", "C", "H", "H", "C", "C", "C", "H", "H", "H"], "coordinates": [[2.092, 2.377, -1.812], [1.595, 1.496, -1.831], [-1.886, 0.324, 1.572], [1.937, -1.604, 1.526], [-1.334, -2.039, -0.088], [-1.631, 0.852, 2.489], [-1.243, -2.007, -1.849], [0.613, 1.584, -2.081], [1.751, 0.720, -0.755], [3.447, -1.018, 0.858], [-2.488, -0.002, -0.938], [-0.762, 1.972, 0.327], [-0.972, 0.770, 0.443], [-0.937, -1.489, -0.941], [2.697, -0.125, 2.177], [-1.868, -0.755, 1.699], [1.733, 0.118, 0.318], [-1.398, -0.033, -0.924], [2.490, -0.698, 1.271], [0.151, -1.539, -0.970], [-1.076, 0.500, -1.819], [-2.913, 0.596, 1.326]], "smiles": "CCC(C)=O.CC#CN", "total_charge": 0, "total_energy_ha": -404.39612, "orbital_gap_ev": 8.866, "e_homo_ev": -8.3, "molar_mass_g_mol": 127.19, "lumo_energy_ev": 0.6}



3.
{"formula": "C7H13NO", "method": "ωB97M-V/def2-TZVPD", "elements": ["H", "C", "C", "C", "H", "H", "H", "H", "H", "O", "C", "H", "H", "H", "H", "H", "N", "C", "H", "H", "C", "C"], "coordinates": [[-2.262, 0.278, -1.670], [-0.691, -0.176, 0.089], [-2.084, 0.566, -0.642], [-2.864, 1.405, 0.012], [-0.185, -2.235, 0.556], [2.165, -1.582, -0.944], [3.494, 1.435, 0.256], [-1.282, -0.318, 1.932], [1.883, -1.564, 0.823], [-0.628, 0.184, 1.433], [1.736, 0.340, -0.128], [-1.852, -1.984, 0.099], [-3.758, 1.828, -0.428], [-2.681, 1.660, 1.048], [-0.603, -1.929, -1.154], [0.079, 1.445, -0.816], [0.258, 0.452, -0.716], [-0.828, -1.680, -0.122], [3.397, -0.970, 0.156], [1.962, 2.425, 0.100], [2.322, -1.028, -0.019], [2.421, 1.448, 0.133]], "smiles": "C=C[C@](C)(O)NC(=C)C", "total_charge": 0, "total_energy_ha": -404.43494, "orbital_gap_ev": 9.831, "e_homo_ev": -9.0, "molar_mass_g_mol": 127.19, "lumo_energy_ev": 0.9}



4.
{"formula": "C7H13NO", "method": "ωB97M-V/def2-TZVPD", "elements": ["C", "H", "C", "H", "C", "H", "C", "C", "O", "H", "N", "H", "H", "H", "H", "H", "H", "C", "H", "C", "H", "H"], "coordinates": [[0.745, -0.003, -0.010], [1.429, 1.004, 1.763], [-0.150, 1.117, -0.515], [-0.979, -1.174, 2.597], [-1.022, -1.840, -0.089], [1.195, -0.501, -0.876], [-0.031, -1.070, 0.793], [0.273, 1.931, -1.651], [1.026, 2.736, -2.106], [-0.513, -2.290, -0.938], [-0.658, -0.458, 1.955], [-1.850, 1.431, -1.983], [0.714, -1.778, 1.178], [-1.799, -1.175, -0.459], [-0.685, 1.629, 0.276], [2.367, 1.389, 0.310], [2.582, -0.166, 1.120], [1.856, 0.597, 0.851], [-1.471, 0.079, 1.671], [-0.854, 1.026, -1.883], [-1.495, -2.635, 0.486], [-0.681, 0.150, -2.491]], "smiles": "C[C@@H]([C@H](C)N)[C@@H]1CC1=O", "total_charge": 0, "total_energy_ha": -404.46153, "orbital_gap_ev": 9.884, "e_homo_ev": -9.0, "molar_mass_g_mol": 127.19, "lumo_energy_ev": 0.9}



5.
{"formula": "C7H13NO2", "method": "ωB97M-V/def2-TZVPD", "elements": ["H", "H", "N", "H", "C", "H", "H", "C", "C", "H", "C", "H", "O", "C", "C", "H", "C", "H", "H", "H", "O", "H", "H"], "coordinates": [[-1.270, -3.118, 0.128], [1.660, -1.179, 0.817], [0.824, 2.342, 0.739], [0.541, 2.771, 1.549], [-0.525, -2.490, -0.159], [1.948, 0.119, -0.157], [-0.228, -2.694, -2.185], [-0.587, -2.008, -1.583], [1.449, 1.238, 1.582], [0.527, 1.773, -1.039], [-0.176, -0.157, -0.113], [-1.428, 1.081, 1.174], [-1.124, -1.201, 0.370], [-0.047, 2.231, -0.259], [1.304, -0.178, 0.569], [2.503, 1.742, 1.848], [-1.067, 1.075, 0.072], [0.287, -3.018, 0.281], [-2.060, 0.820, -0.645], [-1.701, -1.892, -1.796], [0.006, -0.730, -1.373], [-0.512, 3.242, -0.353], [0.804, 1.135, 2.586]], "smiles": "C1CC2(CCN1)OCCO2", "total_charge": 0, "total_energy_ha": -479.54257, "orbital_gap_ev": 9.245, "e_homo_ev": -8.3, "molar_mass_g_mol": 143.19, "lumo_energy_ev": 0.9}



6.
{"formula": "C7H13NO2Si", "method": "ωB97M-V/def2-TZVPD", "elements": ["H", "O", "C", "H", "H", "Si", "H", "C", "C", "C", "H", "C", "H", "H", "H", "O", "C", "H", "N", "H", "H", "H", "C", "H"], "coordinates": [[0.003, 2.669, -3.793], [0.767, 0.991, -4.950], [0.897, 2.266, -4.328], [2.040, -0.569, 2.299], [-1.019, 1.373, 2.309], [-0.291, -0.582, 1.087], [0.790, 1.592, 0.016], [-1.419, 0.411, 2.323], [1.435, -1.264, 1.667], [0.337, -0.016, -4.155], [1.082, 3.004, -5.100], [0.216, 0.774, -0.224], [-2.373, 0.292, 1.967], [-1.154, 0.023, 3.375], [-2.210, -2.055, 0.378], [0.222, -1.127, -4.620], [-1.183, -2.079, 0.245], [-0.871, -2.977, 0.742], [0.168, 0.345, -2.751], [1.290, -2.246, 2.114], [-1.002, -1.891, -0.840], [1.884, 2.420, -3.896], [0.276, 0.563, -1.553], [2.074, -1.277, 0.822]], "smiles": "COC(=O)N=C=C[Si](C)(C)C", "total_charge": 0, "total_energy_ha": -769.17949, "orbital_gap_ev": 9.218, "e_homo_ev": -8.6, "molar_mass_g_mol": 171.27, "lumo_energy_ev": 0.7}



7.
{"formula": "C7H13NO5S", "method": "ωB97M-V/def2-TZVPD", "elements": ["H", "H", "C", "C", "O", "H", "H", "C", "H", "H", "O", "H", "N", "H", "O", "C", "C", "H", "C", "C", "H", "H", "O", "H", "S", "H", "O"], "coordinates": [[-5.614, 0.688, 1.292], [1.207, 1.546, 1.307], [1.437, -0.362, 0.034], [1.898, 0.730, 1.250], [-2.725, 2.499, -0.747], [-1.950, -0.892, 1.190], [0.471, -1.534, 1.963], [-4.882, 1.322, 0.665], [-4.901, 2.299, 0.912], [-5.429, 1.190, -0.324], [4.747, -2.049, -0.749], [0.222, -2.243, 0.203], [2.606, -1.503, -2.217], [1.378, 0.055, -0.778], [3.894, 0.200, -1.202], [0.216, -1.105, 0.720], [-2.556, 1.406, -0.136], [2.151, 0.265, 2.042], [-1.321, 0.599, -0.075], [-1.032, -0.518, 0.604], [2.802, -2.371, -2.444], [-0.541, 1.358, -0.717], [-3.625, 0.685, 0.414], [2.741, -1.176, -3.127], [3.622, -1.053, -0.927], [2.765, 1.397, 0.628], [2.417, -1.433, 0.219]], "total_charge": 0, "total_energy_ha": -1103.39972, "orbital_gap_ev": 10.051, "e_homo_ev": -10.0, "molar_mass_g_mol": 223.25, "lumo_energy_ev": 0.1}



8.
{"formula": "C7H13O2", "method": "ωB97M-V/def2-TZVPD", "elements": ["C", "H", "H", "O", "H", "H", "H", "C", "H", "H", "H", "H", "C", "C", "C", "H", "O", "H", "C", "H", "H", "C"], "coordinates": [[-1.744, 2.321, -0.358], [-3.586, 2.302, -1.473], [-2.339, 1.123, -2.077], [0.893, -0.108, -0.382], [2.480, -3.589, 0.039], [-2.331, 3.085, 0.303], [0.262, -2.520, -0.164], [0.807, -2.285, 0.713], [1.297, -0.370, 1.655], [-1.779, 1.490, 0.330], [1.598, -4.314, 1.438], [0.063, 3.323, -1.062], [-0.331, 2.480, -0.516], [1.942, -3.354, 1.008], [1.507, -0.891, 0.670], [2.702, -3.083, 1.674], [0.426, 1.911, 0.713], [2.544, -1.013, 0.291], [-2.524, 2.086, -1.654], [-0.117, -2.422, 1.479], [-2.283, 2.786, -2.386], [0.512, 1.043, -0.239]], "spin_multiplicity": 3, "total_charge": 1, "total_energy_ha": -424.41312, "orbital_gap_ev": [6.879, 6.175], "e_homo_ev": [-10.9, -15.0], "molar_mass_g_mol": 129.18, "lumo_energy_ev": [-4.1, -8.8]}